Entry A
Here is a single C4H6N4 molecule from OMol25. Energies are from the ωB97M-V functional and the def2-TZVPD basis.

## Properties
SMILES string	[H]/N=C1\NC=C(N)\C1=N/[H]
charge	0

XYZ file:
```
14
Properties=species:S:1:pos:R:3:lowdin_charge:R:1
C -0.9138 -0.1155 -0.0759 -0.396
C -0.3249 -1.3117 -0.0778 -0.089
C 1.4982 0.1297 -0.0101 -0.385
C 0.1941 0.9357 -0.1029 -0.299
H -2.5229 0.5501 -0.8706 0.119
H -2.8876 -0.3586 0.8442 0.216
H -0.8494 -2.3151 0.3370 0.165
H 1.7333 -2.1004 -0.1765 0.225
H 3.3680 0.1044 0.1799 0.024
H -0.9036 2.3575 -0.1948 0.064
N -2.1598 0.3901 0.1307 0.011
N 1.0687 -1.1674 -0.0881 0.005
N 2.6169 0.7642 0.1227 0.148
N 0.0828 2.1368 -0.0178 0.191
```

=====

Entry B
Here is a single C4H6N4 molecule from OMol25. Energies are from the ωB97M-V functional and the def2-TZVPD basis.

## Properties
charge	0

XYZ file:
```
14
Properties=species:S:1:pos:R:3:lowdin_charge:R:1
C -1.9164 -1.6528 -0.0132 -0.148
C -0.6044 -1.4268 -0.0573 -0.015
C -3.0036 -0.5118 0.0636 -0.036
C 1.4553 -0.2067 0.3745 -0.054
N -2.7707 0.6752 0.1149 -0.020
N -1.5692 1.3945 0.3010 -0.043
N -0.4737 0.9485 -0.4467 -0.020
N 0.0985 -0.2866 -0.1064 -0.231
H -2.3335 -2.6381 -0.0908 0.048
H 2.0774 0.3145 -0.3565 0.082
H 1.5082 0.3231 1.3287 0.085
H 1.8275 -1.2224 0.5047 0.085
H -1.7480 2.3647 0.0503 0.121
H -0.6509 0.9804 -1.4573 0.146
```

=====

Which of them is the most stable? Correct choice: entry A.

=====

Entry A
Here is a single C4H6N4 molecule from OMol25. Energies are from the ωB97M-V functional and the def2-TZVPD basis.

## Properties
SMILES string	C/C=N/n1ccnn1
charge	0

XYZ file:
```
14
Properties=species:S:1:pos:R:3:lowdin_charge:R:1
C -2.6948 -0.1991 0.2392 -0.080
C -1.3272 -0.2204 -0.3135 -0.201
C 1.9047 1.0180 -0.0533 -0.051
C 2.8443 0.1088 0.1649 -0.172
H -3.3235 -0.1117 -0.6838 0.092
H -2.9036 0.6678 0.8674 0.077
H -2.9628 -1.1224 0.7234 0.073
H -1.0355 -1.2285 -0.6911 0.119
H 1.8626 2.1469 -0.1804 0.142
H 3.9309 0.2712 0.2532 0.102
N -0.4744 0.7113 -0.0657 0.095
N 0.7676 0.2221 -0.1921 -0.210
N 2.3238 -1.1713 0.0837 0.000
N 1.0880 -1.0925 -0.1520 0.015
```

=====

Entry B
Here is a single C4H6N4 molecule from OMol25. Energies are from the ωB97M-V functional and the def2-TZVPD basis.

## Properties
SMILES string	[H]/N=C/NC1=NC=NC1
charge	0

XYZ file:
```
14
Properties=species:S:1:pos:R:3:lowdin_charge:R:1
C 1.7459 0.3089 -0.5974 -0.340
C -0.4709 0.1168 -0.3535 -0.448
C -2.5325 -0.1512 0.2206 -0.035
C -0.4891 -0.0630 1.1164 -0.243
H 3.7395 -0.7495 -0.2080 0.098
H 1.4171 0.5326 0.6301 0.151
H 0.1962 0.0782 -2.2804 0.285
H -3.5423 -0.1367 -0.0127 0.075
H -0.3550 0.8994 1.7891 0.179
H 0.0736 -1.0913 1.4313 0.190
N 3.0238 -0.2561 -1.0848 -0.058
N 0.6294 0.4676 -1.1806 0.013
N -1.5680 0.2106 -0.8947 0.124
N -1.8677 -0.1664 1.4245 0.006
```

=====

Entry C
Here is a single C4H6N4 molecule from OMol25. Energies are from the ωB97M-V functional and the def2-TZVPD basis.

## Properties
SMILES string	[H]/N=c1/ccn(C)nn1
charge	0

XYZ file:
```
14
Properties=species:S:1:pos:R:3:lowdin_charge:R:1
C -1.0801 -2.0041 -0.4218 -0.038
C 0.3765 -0.4622 0.8442 -0.073
C 0.9079 0.7775 1.0210 -0.023
C 0.6617 1.7676 -0.0282 -0.437
H -1.8080 -2.2052 0.3755 0.093
H -1.5506 -1.9849 -1.4080 0.088
H -0.3344 -2.7649 -0.4613 0.073
H 0.4825 -1.3329 1.5633 0.145
H 1.5479 0.9563 1.9084 0.116
H 0.8552 3.5064 -0.7394 0.029
N -0.4201 -0.7169 -0.2494 -0.196
N 1.1626 2.9373 0.0245 0.111
N -0.1593 1.3498 -1.1720 0.069
N -0.6417 0.1760 -1.2566 0.043
```

=====

Which of them is the most stable? Correct choice: entry C.

=====

Entry A
Here is a single C4H6N4 molecule from OMol25. Energies are from the ωB97M-V functional and the def2-TZVPD basis.

## Properties
SMILES string	C1=NC2=NNC[C@H]2N1
charge	0

XYZ file:
```
14
Properties=species:S:1:pos:R:3:lowdin_charge:R:1
C 1.1093 1.1212 -0.3606 -0.137
C 0.0673 -0.7726 0.1433 -0.418
C -1.9877 -0.2719 -0.0410 -0.087
C -0.1106 0.8197 0.3836 -0.297
H 0.7352 1.0425 -1.3247 0.104
H 1.4327 2.0455 0.0098 0.094
H 2.7896 -0.1797 -0.5263 0.035
H -2.9344 -0.5334 -0.4545 0.106
H -2.0988 1.6825 0.3933 0.132
H 0.0291 0.8920 1.5077 0.171
N 2.1041 -0.0057 0.0942 0.010
N 1.2471 -1.2182 0.0783 0.102
N -1.1190 -1.3152 -0.1494 0.124
N -1.4355 1.0638 -0.0739 0.061
```

=====

Entry B
Here is a single C4H6N4 molecule from OMol25. Energies are from the ωB97M-V functional and the def2-TZVPD basis.

## Properties
SMILES string	[H]/N=C/N1C=CN=CN1
charge	0

XYZ file:
```
14
Properties=species:S:1:pos:R:3:lowdin_charge:R:1
C -0.3966 -1.4520 -0.6682 -0.252
C -0.6336 1.4158 1.0535 -0.197
C 1.5056 1.2324 0.7540 -0.154
C 1.4941 0.2391 -0.1657 0.031
H -1.7551 -2.7331 -1.0524 0.099
H 0.2988 -2.3522 -0.6827 0.125
H -1.7002 0.3380 -0.7937 0.215
H -1.6649 1.5430 1.5657 0.155
H 2.4583 1.6212 0.8977 0.087
H 2.1441 -0.2772 -0.6664 0.056
N -1.6022 -1.6129 -1.2291 -0.009
N 0.1507 -0.2063 -0.3446 -0.186
N -0.7650 0.6450 -0.1175 -0.038
N 0.4660 1.5990 1.4495 0.068
```

=====

Which of them is the most stable? Correct choice: entry A.